1.
C20H23F2N3 | the ωB97M-V functional and the def2-TZVPD basis

## Properties
- LUMO energy (eV) = -0.81
- HOMO-LUMO gap (Ha) = 0.278
- multiplicity = 1
- HOMO level (hartree) = -0.3080

Cartesian coordinates (Å):
C  3.819  0.736  2.155
C  3.828  -0.508  1.123
C  2.671  -0.461  0.016
C  1.204  -0.790  0.554
C  0.119  0.302  0.330
C  -1.374  0.144  0.752
N  -2.273  1.237  0.496
C  -3.613  0.959  0.887
C  -4.027  -0.396  1.529
C  -5.602  -0.574  1.896
N  -6.290  -1.588  1.043
N  -3.181  -1.498  1.851
C  -1.847  -1.164  1.431
C  -0.732  -2.264  1.694
C  0.751  -2.103  1.283
C  1.848  -3.255  1.587
C  1.204  -4.639  2.067
F  2.684  -3.490  0.437
H  4.058  0.317  3.193
H  2.877  1.380  2.110
H  4.703  1.439  1.893
H  4.831  -0.435  0.547
H  3.881  -1.488  1.710
H  2.871  -1.188  -0.862
H  2.665  0.597  -0.476
H  0.436  1.286  -0.171
H  -4.419  1.756  0.715
H  -5.731  -0.781  3.022
H  -6.119  0.432  1.684
H  -6.105  -1.439  0.043
H  -5.946  -2.519  1.326
H  -1.056  -3.238  2.220
H  2.525  -2.896  2.455
H  0.271  -4.945  1.457
H  1.959  -5.501  2.140
H  0.815  -4.473  3.147
F  1.947  2.169  -1.906
C  1.321  2.793  -2.919
C  1.867  2.739  -4.192
C  1.217  3.379  -5.242
C  0.034  4.076  -5.004
C  -0.502  4.127  -3.721
C  0.142  3.477  -2.673
H  2.793  2.199  -4.356
H  1.631  3.337  -6.244
H  -0.470  4.579  -5.823
H  -1.421  4.673  -3.536
H  -0.266  3.500  -1.669

***

2.
C23H28N2O4ReS4 | the ωB97M-V functional and the def2-TZVPD basis

## Properties
- LUMO energy (spin up / spin down) (eV) = -9.36 / -8.55
- ⟨S²⟩ = 0.840
- HOMO-LUMO gap (spin up / spin down) (Ha) = 0.191 / 0.221
- multiplicity = 2
- ΔE to the lowest compared entry with this formula, charge and spin (kcal/mol) = 0.0
- HOMO level (spin up / spin down) (hartree) = -0.5347 / -0.5350
- charge = +2

Cartesian coordinates (Å):
Re  -0.526  0.210  -0.337
C  -3.067  -1.159  2.560
C  -1.703  -0.896  3.178
S  -0.326  -0.287  2.096
C  0.671  -1.805  1.816
C  -0.035  -2.861  1.000
S  -0.532  -2.227  -0.669
C  -2.194  -2.992  -0.836
C  -3.304  -2.359  -0.024
S  -3.254  -2.787  1.756
H  -3.342  -0.388  1.845
H  -3.796  -1.173  3.374
H  -1.339  -1.774  3.708
H  -1.808  -0.085  3.900
H  0.969  -2.192  2.789
H  1.563  -1.445  1.298
H  -0.932  -3.240  1.495
H  0.645  -3.695  0.822
H  -2.072  -4.050  -0.600
H  -2.427  -2.897  -1.898
H  -4.258  -2.745  -0.389
H  -3.278  -1.273  -0.123
N  -5.554  4.984  -2.062
C  -5.000  4.063  -1.672
C  -4.245  2.949  -1.231
C  -3.806  2.863  0.094
C  -2.967  1.833  0.461
C  -2.491  0.893  -0.472
C  -3.042  0.935  -1.767
C  -3.888  1.957  -2.147
H  -4.104  3.611  0.814
H  -2.604  1.806  1.482
H  -2.764  0.192  -2.502
H  -4.268  2.010  -3.155
C  1.881  1.938  5.808
C  1.621  2.410  4.419
C  2.568  2.226  3.411
C  2.315  2.627  2.111
C  1.109  3.237  1.821
C  0.162  3.469  2.806
C  0.425  3.056  4.100
S  0.621  3.546  0.150
O  -0.107  2.324  -0.229
O  -0.170  4.718  0.018
N  2.018  3.589  -0.745
C  2.097  3.033  -2.095
C  2.592  1.574  -2.074
C  1.513  0.708  -1.490
O  1.641  0.176  -0.365
O  0.433  0.550  -2.124
H  2.247  2.766  6.418
H  2.639  1.158  5.823
H  0.974  1.572  6.286
H  3.514  1.764  3.652
H  3.041  2.477  1.328
H  -0.746  3.990  2.547
H  -0.301  3.245  4.874
H  2.405  4.518  -0.675
H  2.801  3.631  -2.675
H  1.115  3.073  -2.580
H  3.499  1.479  -1.474
H  2.790  1.271  -3.103

***

| no. | E_tot (Ha) |
| --- | --- |
| 1 | -1139.6834 |
| 2 | -2974.1075 |